180
Properties=species:S:1:pos:R:3:lowdin_charge:R:1 method="wB97M-V/def2-TZVPD" homo_lumo_gap_ev=0.81 charge=+1 relative_energy_ev=2.601 fmax_ha_per_bohr=0.096 lumo_energy_ev=-9.20 energy_ha=-5408.941435 spin_multiplicity=1 homo_ev=-10.0
Hg 8.573 -0.880 1.929 0.675
Hg -1.189 0.920 4.949 0.124
O 7.119 11.044 6.190 0.191
C 6.438 10.043 6.375 -0.349
O 5.750 9.386 5.499 0.279
B 5.335 8.084 5.996 -0.922
O 5.533 8.212 7.394 0.297
C 6.260 9.259 7.673 -0.328
O 6.786 9.640 8.710 0.195
O 6.199 7.111 5.336 0.262
C 5.446 6.097 4.896 -0.259
O 5.853 5.025 4.383 0.140
C 3.948 6.536 5.133 -0.396
O 3.965 7.604 5.788 0.296
O 2.931 5.932 4.866 0.179
P 10.078 0.762 -2.632 0.153
F 8.862 -0.182 -2.175 -0.199
F 8.928 1.645 -3.296 -0.156
F 9.786 1.632 -1.343 -0.183
F 11.245 1.720 -3.206 -0.144
F 11.041 -0.178 -1.583 -0.244
F 10.280 -0.270 -3.910 -0.184
C 2.526 0.219 -2.002 -0.555
F 1.233 0.424 -2.356 0.109
F 3.239 -0.384 -2.959 0.151
F 2.988 1.478 -1.731 0.125
S 2.456 -1.021 -0.480 0.540
O 1.794 -0.442 0.615 -0.171
O 1.800 -2.226 -0.977 -0.193
O 3.844 -1.296 -0.015 -0.167
C -2.464 8.561 -8.362 -0.038
C -1.790 8.790 -6.992 -0.440
C -0.239 8.950 -7.362 -0.104
C 0.537 9.365 -6.124 -0.212
C 0.092 10.723 -5.737 -0.138
C -1.458 10.769 -5.311 -0.461
N -2.323 10.040 -6.312 0.000
O -3.700 10.103 -5.951 0.057
C -1.510 10.404 -3.825 -0.009
C -1.929 12.178 -5.479 -0.057
C -2.041 7.564 -6.084 -0.008
H -1.801 8.025 -9.041 0.088
H -2.406 9.534 -8.849 0.091
H -3.443 8.082 -8.408 0.090
H 0.111 7.941 -7.583 0.123
H -0.020 9.644 -8.173 0.128
H 1.615 9.525 -6.144 0.124
H 0.509 8.639 -5.311 0.113
H 0.247 11.450 -6.534 0.119
H 0.773 11.128 -4.988 0.129
H -2.585 10.378 -3.648 0.088
H -1.092 9.406 -3.699 0.077
H -1.031 11.095 -3.131 0.101
H -2.958 12.477 -5.280 0.091
H -1.396 12.695 -4.681 0.093
H -1.691 12.706 -6.402 0.093
H -3.122 7.663 -5.982 0.081
H -1.587 7.501 -5.095 0.080
H -1.775 6.662 -6.634 0.097
H -4.080 10.142 -6.831 0.117
C -5.708 -5.200 -8.912 -0.024
C -4.398 -4.423 -9.192 -0.516
C -3.558 -4.389 -7.913 -0.140
C -2.144 -3.807 -8.043 -0.171
C -1.318 -4.693 -8.998 -0.139
C -2.126 -4.996 -10.294 -0.437
N -3.613 -5.208 -10.182 -0.024
O -4.346 -5.452 -11.400 0.024
C -1.899 -3.874 -11.386 -0.013
C -1.443 -6.309 -10.753 -0.048
C -4.755 -3.026 -9.619 -0.015
H -5.410 -6.190 -8.566 0.085
H -6.323 -5.392 -9.791 0.082
H -6.258 -4.722 -8.101 0.093
H -4.084 -3.877 -7.108 0.121
H -3.442 -5.371 -7.454 0.124
H -1.667 -3.882 -7.066 0.114
H -1.990 -2.839 -8.519 0.107
H -1.140 -5.567 -8.371 0.119
H -0.432 -4.132 -9.297 0.128
H -0.913 -3.906 -11.850 0.085
H -2.630 -3.913 -12.194 0.081
H -1.924 -2.889 -10.920 0.068
H -0.368 -6.208 -10.896 0.093
H -1.797 -7.182 -10.205 0.089
H -1.741 -6.544 -11.776 0.075
H -5.100 -2.515 -8.720 0.099
H -5.604 -3.097 -10.299 0.090
H -3.980 -2.514 -10.188 0.078
H -4.449 -6.407 -11.410 0.114
C 12.085 -5.283 4.416 -0.033
C 11.399 -6.627 4.560 -0.505
C 11.271 -6.840 6.085 -0.120
C 10.348 -8.034 6.399 -0.193
C 8.921 -7.766 5.941 -0.134
C 8.970 -7.497 4.419 -0.460
N 10.003 -6.497 4.078 -0.011
O 10.011 -6.148 2.724 0.022
C 9.164 -8.838 3.684 -0.025
C 7.524 -7.054 3.989 -0.014
C 12.216 -7.750 3.960 -0.012
H 12.991 -5.179 5.013 0.096
H 11.518 -4.444 4.820 0.091
H 12.323 -5.089 3.370 0.087
H 12.253 -7.061 6.502 0.125
H 10.873 -5.968 6.605 0.124
H 10.230 -8.351 7.436 0.113
H 10.778 -8.986 6.088 0.104
H 8.588 -6.965 6.602 0.121
H 8.209 -8.549 6.201 0.129
H 8.312 -9.503 3.542 0.097
H 9.742 -8.628 2.784 0.075
H 9.830 -9.523 4.210 0.074
H 7.643 -6.713 2.961 0.075
H 6.849 -7.901 3.865 0.085
H 7.200 -6.217 4.608 0.088
H 11.640 -8.642 3.712 0.062
H 13.166 -8.058 4.397 0.109
H 12.396 -7.501 2.914 0.088
H 10.122 -6.932 2.181 0.096
C -6.504 5.177 0.839 -0.020
C -6.771 4.111 1.987 -0.445
C -8.272 3.873 2.115 -0.150
C -8.922 2.963 1.034 -0.166
C -8.172 1.637 0.944 -0.125
C -6.548 1.736 0.753 -0.426
N -6.041 2.828 1.710 -0.019
O -4.661 3.041 1.373 -0.015
C -6.048 0.383 1.194 -0.042
C -6.288 2.123 -0.758 -0.007
C -6.247 4.814 3.337 -0.014
H -7.238 4.932 0.072 0.064
H -5.517 5.133 0.377 0.072
H -6.654 6.235 1.053 0.090
H -8.356 3.506 3.138 0.118
H -8.817 4.816 2.174 0.124
H -9.166 3.541 0.142 0.109
H -9.855 2.676 1.517 0.108
H -8.564 1.041 0.120 0.113
H -8.347 1.038 1.838 0.113
H -5.132 0.019 0.729 0.087
H -5.942 0.443 2.277 0.095
H -6.813 -0.347 0.927 0.082
H -6.796 3.034 -1.075 0.073
H -5.251 2.422 -0.908 0.069
H -6.524 1.242 -1.355 0.093
H -5.305 5.236 2.986 0.071
H -6.028 4.106 4.136 0.079
H -6.861 5.615 3.749 0.084
H -4.696 3.404 0.485 0.052
C -2.928 -5.869 8.710 -0.010
C -3.497 -5.122 7.440 -0.476
C -4.713 -5.926 6.930 -0.147
C -5.885 -5.691 7.815 -0.185
C -6.223 -4.150 7.872 -0.110
C -5.020 -3.282 8.388 -0.503
N -3.795 -3.737 7.750 -0.065
O -2.705 -2.945 8.184 0.031
C -5.353 -1.831 8.020 -0.022
C -5.084 -3.486 9.918 -0.032
C -2.469 -5.095 6.302 -0.028
H -2.738 -6.938 8.617 0.087
H -3.542 -5.746 9.602 0.073
H -1.861 -5.657 8.782 0.084
H -5.049 -5.808 5.900 0.127
H -4.524 -6.987 7.092 0.122
H -5.627 -5.998 8.829 0.093
H -6.819 -6.212 7.604 0.117
H -7.045 -4.073 8.583 0.116
H -6.574 -3.801 6.901 0.115
H -4.661 -1.269 8.647 0.082
H -5.214 -1.786 6.940 0.094
H -6.310 -1.468 8.394 0.092
H -5.333 -4.502 10.222 0.075
H -4.198 -3.093 10.417 0.083
H -5.802 -2.863 10.451 0.092
H -1.601 -4.454 6.458 0.078
H -3.034 -4.537 5.556 0.089
H -1.999 -6.026 5.986 0.095
H -2.559 -3.387 9.024 0.087


112
Properties=species:S:1:pos:R:3:lowdin_charge:R:1 method="wB97M-V/def2-TZVPD" homo_lumo_gap_ev=7.88 charge=+1 relative_energy_ev=0.000 fmax_ha_per_bohr=0.024 lumo_energy_ev=-3.56 energy_ha=-2483.812138 spin_multiplicity=1 homo_ev=-11.4
C 0.855 -0.468 -0.754 0.036
B 0.269 0.814 -1.384 -0.436
O 1.083 1.853 -1.708 0.174
C -1.314 1.024 -1.596 -0.066
N -2.264 0.189 -2.012 0.242
C -3.478 0.828 -2.065 -0.109
C -4.782 0.283 -2.545 -0.381
O -5.194 0.581 -3.628 0.186
N -5.476 -0.566 -1.660 0.191
C -5.956 0.094 -0.483 -0.456
O -5.743 -0.199 0.636 0.194
F -6.722 1.156 -0.810 0.147
C -3.276 2.095 -1.641 0.043
N -1.939 2.187 -1.354 0.162
H 0.099 -0.900 -0.091 0.079
H 1.708 -0.169 -0.145 0.080
H 1.180 -1.219 -1.476 0.070
H 0.755 2.627 -1.224 0.090
H -2.071 -0.772 -2.296 0.183
H -6.280 -0.882 -2.209 0.170
H -3.969 2.911 -1.531 0.156
H -1.465 3.016 -1.025 0.174
C -3.169 0.955 2.592 -0.119
O -1.817 0.581 2.302 -0.126
H -3.553 0.259 3.333 0.084
H -3.199 1.971 2.991 0.076
H -3.781 0.877 1.693 0.051
H -1.477 1.199 1.649 0.050
C -2.744 -2.808 4.201 -0.162
O -3.364 -3.499 3.116 -0.120
H -2.283 -3.553 4.840 0.074
H -1.970 -2.129 3.839 0.062
H -3.488 -2.253 4.783 0.077
H -3.779 -2.849 2.544 0.059
C 1.247 -3.944 4.847 -0.149
O 0.294 -3.485 3.897 -0.138
H 1.740 -3.063 5.252 0.079
H 0.792 -4.494 5.675 0.079
H 1.990 -4.582 4.359 0.072
H -0.142 -4.246 3.502 0.078
C 1.230 2.992 2.110 -0.114
O 1.040 3.835 0.962 -0.144
H 1.100 1.958 1.795 0.073
H 2.235 3.114 2.515 0.090
H 0.498 3.224 2.883 0.066
H 1.153 4.753 1.236 0.060
C 3.854 -3.338 1.724 -0.145
O 3.237 -2.052 1.827 -0.137
H 4.203 -3.428 0.698 0.077
H 4.710 -3.418 2.399 0.081
H 3.146 -4.139 1.930 0.048
H 2.913 -1.949 2.725 0.061
C 2.697 -2.697 -4.052 -0.124
O 1.697 -1.671 -4.094 -0.140
H 2.278 -3.544 -3.512 0.069
H 2.968 -3.020 -5.058 0.086
H 3.592 -2.348 -3.534 0.064
H 2.077 -0.934 -4.580 0.079
C -1.742 -4.094 -2.410 -0.135
O -1.053 -2.982 -2.988 -0.141
H -2.789 -3.815 -2.318 0.073
H -1.672 -4.976 -3.048 0.082
H -1.353 -4.337 -1.419 0.081
H -0.123 -3.210 -3.076 0.051
C 2.735 -6.527 -0.315 -0.151
O 2.562 -6.276 1.075 -0.137
H 2.568 -5.582 -0.828 0.068
H 3.746 -6.872 -0.541 0.081
H 2.015 -7.261 -0.686 0.076
H 2.708 -7.101 1.547 0.079
C 5.714 -0.196 -2.475 -0.151
O 5.939 -1.211 -3.454 -0.128
H 4.786 -0.444 -1.960 0.073
H 6.529 -0.165 -1.750 0.071
H 5.613 0.786 -2.941 0.066
H 6.761 -1.006 -3.907 0.076
C 5.685 3.109 -1.087 -0.147
O 6.970 2.654 -1.497 -0.138
H 5.346 2.462 -0.282 0.083
H 5.723 4.138 -0.719 0.079
H 4.969 3.053 -1.912 0.073
H 7.266 3.231 -2.207 0.086
C -8.292 0.164 3.601 -0.156
O -7.826 -0.736 2.605 -0.129
H -9.210 -0.252 4.005 0.080
H -7.573 0.272 4.418 0.075
H -8.513 1.152 3.185 0.075
H -7.012 -0.390 2.230 0.019
C -0.385 7.003 -0.622 -0.154
O 0.601 7.023 0.403 -0.123
H -1.029 6.148 -0.421 0.063
H -0.997 7.907 -0.611 0.082
H 0.063 6.886 -1.612 0.080
H 1.179 7.775 0.244 0.084
C -1.410 3.020 5.344 -0.163
O -0.402 2.065 5.042 -0.127
H -0.947 3.795 5.948 0.081
H -1.817 3.482 4.437 0.063
H -2.231 2.577 5.914 0.080
H -0.800 1.369 4.507 0.053
C -7.300 2.600 -6.335 -0.161
O -6.770 1.285 -6.238 -0.128
H -8.173 2.546 -6.979 0.079
H -7.612 2.984 -5.358 0.073
H -6.583 3.295 -6.778 0.075
H -5.996 1.314 -5.669 0.032
C 9.921 1.116 -0.455 -0.158
O 9.159 0.489 -1.478 -0.135
H 10.383 0.324 0.130 0.077
H 10.711 1.750 -0.869 0.076
H 9.287 1.718 0.200 0.072
H 8.728 1.185 -1.982 0.040


12
Properties=species:S:1:pos:R:3:lowdin_charge:R:1 method="wB97M-V/def2-TZVPD" homo_lumo_gap_ev="4.79 / 5.00" charge=+1 relative_energy_ev=0.000 fmax_ha_per_bohr=0.063 lumo_energy_ev="-6.69 / -6.49" energy_ha=-1152.237144 spin_multiplicity=8 homo_ev="-11.5 / -11.5"
C 2.286 -0.789 1.068 -0.247
C 1.105 -1.040 0.323 -0.275
H 2.077 -0.266 2.010 0.038
H 2.978 -1.636 1.153 0.041
F 1.273 -1.803 -0.804 0.013
H 0.451 -0.195 0.065 0.125
Eu 3.914 1.153 -0.160 1.729
O -0.163 -3.034 3.094 0.099
C -0.218 -3.136 1.746 -0.716
O -0.081 -4.216 1.188 0.077
O -0.291 -1.967 1.206 -0.002
H 0.002 -3.911 3.462 0.118


What did the third record say?
12
Properties=species:S:1:pos:R:3:lowdin_charge:R:1 method="wB97M-V/def2-TZVPD" homo_lumo_gap_ev="4.79 / 5.00" charge=+1 relative_energy_ev=0.000 fmax_ha_per_bohr=0.063 lumo_energy_ev="-6.69 / -6.49" energy_ha=-1152.237144 spin_multiplicity=8 homo_ev="-11.5 / -11.5"
C 2.286 -0.789 1.068 -0.247
C 1.105 -1.040 0.323 -0.275
H 2.077 -0.266 2.010 0.038
H 2.978 -1.636 1.153 0.041
F 1.273 -1.803 -0.804 0.013
H 0.451 -0.195 0.065 0.125
Eu 3.914 1.153 -0.160 1.729
O -0.163 -3.034 3.094 0.099
C -0.218 -3.136 1.746 -0.716
O -0.081 -4.216 1.188 0.077
O -0.291 -1.967 1.206 -0.002
H 0.002 -3.911 3.462 0.118